Entry 1:
Entry from OMol25: 2 unconnected molecules or ions with the total composition C5H11N2O6PS (the ωB97M-V functional and the def2-TZVPD basis).

Positions of all 26 atoms, in Å:
C  -0.9148  -2.0167  1.5647
C  -1.4635  -1.0687  0.4690
C  -1.3134  0.4711  0.6198
N  -2.0660  -1.5361  -0.5866
P  -3.7237  -2.0157  -0.2611
O  -4.0480  -1.7622  1.4155
N  -4.2536  -0.4418  1.7564
O  -3.9383  -0.2759  2.8886
H  0.0873  -1.6389  1.8658
H  -0.8880  -3.0345  1.1431
H  -1.5668  -1.9452  2.4645
H  -1.9461  0.9992  -0.1255
H  -0.2506  0.8158  0.4297
H  -1.6713  0.7861  1.6269
H  -4.4648  -1.0225  -1.0133
C  3.1112  1.3295  -2.4213
C  2.7838  0.1477  -1.5273
O  3.1766  0.5622  -0.2154
S  2.9558  2.1579  -0.0728
O  1.6991  2.3829  0.5713
O  4.1716  2.7430  0.3866
O  2.7818  2.4854  -1.6459
H  4.1780  1.3664  -2.6543
H  2.5385  1.3186  -3.3464
H  3.3164  -0.7549  -1.8180
H  1.7089  -0.0525  -1.5139

Atoms 1-3, force components in eV/Å:
-0.059 1.200 -0.360
-0.074 0.400 -0.643
0.554 -0.133 -0.220

Output
**Highest occupied orbital energy**: -7.8 eV
**HOMO-LUMO gap**: 7.41 eV
**SMILES**: O=S1(=O)OCCO1.CC(C)=NPON=O

Mulliken atomic charge list, values in e, 8 entries:
1 C -1.017
2 C 0.670
3 C -0.671
4 N -0.452
5 P 0.086
6 O -0.166
7 N 0.259
8 O -0.303

Entry 2:
Entry from OMol25: 2 unconnected molecules or ions with the total composition C3H4ClNO2 (the ωB97M-V functional and the def2-TZVPD basis).

Positions of all 11 atoms, in Å:
C  -0.0824  -0.7948  -0.9110
C  -0.5431  -0.2323  0.3713
C  0.8065  -0.7069  0.2801
N  -0.3700  1.9133  0.3220
O  -1.2132  2.4686  0.9010
O  0.4923  2.1447  -0.3987
Cl  0.9733  -2.2759  1.2209
H  -0.4882  -1.8074  -1.3535
H  0.1805  0.0179  -1.7803
H  -1.4424  -0.5140  0.9020
H  1.6866  -0.2132  0.4461

Atoms 1-3, force components in eV/Å:
0.169 0.803 -3.489
-0.859 3.353 -0.659
-1.634 -3.636 1.182

Output
**Highest occupied orbital energy**: -9.2 eV
**HOMO-LUMO gap**: 8.74 eV

Mulliken atomic charge list, values in e, 8 entries:
1 C -0.409
2 C -0.252
3 C -0.096
4 N 0.724
5 O -0.482
6 O -0.453
7 Cl -0.237
8 H 0.254

Entry 3:
Entry from OMol25: a molecular structure, C39H57IrN9P2S (the ωB97M-V functional and the def2-TZVPD basis).

Positions of all 109 atoms, in Å:
Ir  0.2487  0.0083  -0.1660
C  -1.9655  0.5753  5.0607
N  -1.1063  0.8890  3.9150
C  -0.3148  1.9959  3.8119
C  0.3326  1.8982  2.6158
N  -0.0683  0.7534  1.9829
C  -0.9317  0.1446  2.7985
P  -1.5706  -1.5643  2.6826
C  0.0218  -2.3437  2.2654
N  0.8633  -1.9033  1.3408
C  1.8977  -2.7918  1.2969
C  1.6783  -3.7770  2.2186
N  0.4898  -3.4866  2.8224
C  -0.1344  -4.2727  3.8872
C  -2.2415  -1.5872  0.9834
N  -1.5930  -1.2233  -0.1220
C  -2.3513  -1.6173  -1.1910
C  -3.4803  -2.2170  -0.7218
N  -3.3986  -2.1921  0.6443
C  -4.3891  -2.7765  1.5529
H  -1.9523  1.4234  5.7384
H  -2.9863  0.4053  4.7279
H  -1.5956  -0.3031  5.5843
H  -0.2736  2.7442  4.5849
H  1.0627  2.5670  2.1931
H  2.7273  -2.6766  0.6203
H  2.2576  -4.6437  2.4875
H  0.4825  -5.1462  4.0751
H  -0.2033  -3.6871  4.8010
H  -1.1250  -4.6038  3.5843
H  -2.0507  -1.4337  -2.2081
H  -4.3208  -2.6526  -1.2345
H  -5.3054  -2.9477  0.9960
H  -4.0299  -3.7249  1.9466
H  -4.5950  -2.0907  2.3702
C  1.6490  -1.4604  -4.9294
N  2.4133  -0.5870  -4.0361
C  3.4305  0.2548  -4.4333
C  3.9050  0.8595  -3.3318
N  3.1744  0.3817  -2.2433
C  2.2467  -0.4947  -2.7099
S  1.0115  -1.3831  -1.9060
C  3.5048  0.6671  -0.8818
C  4.6708  1.3643  -0.5995
C  5.0094  1.5835  0.7232
C  4.1916  1.0803  1.7254
C  3.0482  0.4100  1.3506
N  2.6893  0.2215  0.0695
H  2.0814  -1.3858  -5.9224
H  0.6077  -1.1472  -4.9611
H  1.7149  -2.4892  -4.5825
H  3.7326  0.3440  -5.4623
H  4.7023  1.5712  -3.2474
H  5.3318  1.7189  -1.3733
H  5.9158  2.1228  0.9636
H  4.4374  1.1981  2.7710
H  2.3728  -0.0048  2.0850
C  -5.0873  3.1210  0.3014
C  -4.9780  2.0450  -0.7921
C  -3.5585  1.4627  -0.8750
C  -2.5402  2.5750  -0.6126
C  -2.6372  2.9966  0.8720
C  -4.0730  2.8510  1.4062
P  -0.7964  2.2310  -1.1072
C  0.1547  3.6320  -0.3754
C  -0.2886  5.0655  -0.7584
C  0.6343  5.6620  -1.8169
C  2.0480  5.8495  -1.2486
C  2.4075  4.7396  -0.2465
C  1.6690  3.4445  -0.5783
C  -0.6759  2.3458  -2.9519
C  -1.0620  1.0372  -3.6685
C  -1.3014  1.2980  -5.1534
C  -2.5605  2.1548  -5.3560
C  -2.7895  3.0950  -4.1651
C  -1.4596  3.5402  -3.5653
H  -6.0992  3.1520  0.7024
H  -4.9003  4.1123  -0.1205
H  -5.2574  2.4683  -1.7589
H  -5.6813  1.2331  -0.5969
H  -3.4157  0.9742  -1.8383
H  -3.4231  0.6927  -0.1090
H  -2.8107  3.4323  -1.2391
H  -2.3170  4.0352  0.9765
H  -1.9605  2.3904  1.4804
H  -4.2157  3.5309  2.2462
H  -4.2304  1.8393  1.7963
H  -0.0536  3.5037  0.6883
H  -0.2289  5.6812  0.1431
H  -1.3345  5.1020  -1.0615
H  0.2394  6.6148  -2.1681
H  0.6659  5.0052  -2.6908
H  2.1235  6.8185  -0.7549
H  2.7700  5.8648  -2.0664
H  2.1363  5.0434  0.7694
H  3.4852  4.5698  -0.2352
H  2.0217  2.6291  0.0598
H  1.8918  3.1607  -1.6140
H  0.3946  2.5138  -3.1216
H  -1.9717  0.6106  -3.2375
H  -0.2787  0.2962  -3.5233
H  -1.4000  0.3550  -5.6939
H  -0.4240  1.8039  -5.5693
H  -3.4312  1.5114  -5.4900
H  -2.4628  2.7351  -6.2736
H  -3.3887  2.5965  -3.3974
H  -3.3638  3.9663  -4.4785
H  -1.6093  4.3400  -2.8447
H  -0.8424  3.9727  -4.3567

Atoms 1-3, force components in eV/Å:
0.026 0.136 -0.013
-0.019 -0.007 0.026
0.005 -0.005 -0.028

Output
**Highest occupied orbital energy (alpha / beta)**: -14.9 / -16.3 eV
**Net charge**: +3
**HOMO-LUMO gap (alpha / beta)**: 7.45 / 6.29 eV
**2S+1**: 5

Mulliken atomic charge list, values in e, 8 entries:
1 Ir 4.117
2 C -0.856
3 N 0.310
4 C -1.037
5 C -0.978
6 N 0.142
7 C -0.565
8 P -0.402

Number 1: total energy -1497.4209 Ha. Number 2: total energy -781.9122 Ha. Number 3: total energy -3197.4994 Ha.